22
Properties=species:S:1:pos:R:3 method="wB97M-V/def2-TZVPD" total_charge=-1 orbital_gap_ha=0.339 de_lowest_ev=1.659 smiles="C=CCCO[Si@H](C(F)(F)F)S(=O)(=O)[O-]"
C -2.887 0.804 1.365
C -2.421 0.001 0.366
C -1.820 0.250 -1.008
C -0.494 -0.474 -1.273
O 0.551 0.359 -0.945
Si 1.487 0.008 0.335
C 2.649 1.624 0.190
F 3.687 1.452 1.026
F 2.095 2.795 0.562
F 3.111 1.930 -1.084
S 1.522 -2.084 0.204
O 1.396 -2.471 -1.193
O 0.301 -2.293 0.978
O 2.618 -2.720 0.832
H -3.095 1.841 1.140
H -3.206 0.499 2.333
H -2.154 -0.997 0.646
H -2.422 -0.042 -1.873
H -1.449 1.259 -1.077
H -0.328 -1.475 -0.867
H -0.280 -0.531 -2.438
H 1.141 0.262 1.781

=====

15
Properties=species:S:1:pos:R:3 method="wB97M-V/def2-TZVPD" orbital_gap_ha="0.272 / 0.272" de_lowest_ev=4.001
C -1.186 -0.529 0.854
C -1.706 0.060 -0.200
C 0.843 0.529 -3.420
C -1.698 -0.349 2.267
C 2.272 0.214 -3.063
F 0.580 1.867 -3.668
I -0.810 -0.201 -2.218
H -0.277 -1.195 0.879
H -2.409 0.756 -0.318
H -1.699 -1.346 2.712
H -2.736 -0.096 2.333
H -1.059 0.218 2.917
H 2.590 0.737 -2.191
H 2.862 0.717 -3.726
H 2.553 -0.742 -3.039

=====

17
Properties=species:S:1:pos:R:3 method="wB97M-V/def2-TZVPD" orbital_gap_ha="0.304 / 0.251" spin_multiplicity=3
C 0.928 -1.723 -0.328
C 0.069 0.844 1.434
C 2.141 -1.691 0.435
C -1.757 2.067 0.086
C -0.381 2.079 0.746
N -1.422 -2.020 -0.181
N -0.197 -2.042 -0.154
F 0.568 2.673 -0.017
I -1.369 -0.150 2.534
H 2.962 -1.450 -0.244
H 2.222 -2.642 1.127
H 1.925 -0.830 1.289
H -2.382 1.485 0.734
H -1.784 1.612 -0.997
H -2.137 3.029 0.082
H -0.410 2.757 1.708
H -1.851 -2.868 -0.623

=====

18
Properties=species:S:1:pos:R:3 method="wB97M-V/def2-TZVPD" orbital_gap_ha="0.277 / 0.302" spin_multiplicity=3 de_lowest_ev=0.202
C 0.093 -1.774 -0.742
C -0.900 -1.965 1.287
C -1.037 1.160 -0.303
C 1.384 1.189 -0.944
C 0.497 0.959 0.165
N -0.686 -2.417 -0.049
N -0.038 -0.967 1.629
N 0.789 -0.340 0.627
O -1.563 -2.493 2.118
F 0.603 -1.890 -1.930
H -1.558 0.705 0.476
H -1.280 2.249 -0.551
H -1.212 0.587 -1.236
H 1.622 2.225 -1.117
H 0.849 0.873 -1.867
H 2.253 0.619 -0.797
H 0.718 1.696 0.883
H -0.535 -0.415 2.353

=====

16
Properties=species:S:1:pos:R:3 method="wB97M-V/def2-TZVPD" orbital_gap_ha=0.391 de_lowest_ev=4.024 smiles=F[C@@H]1CN[C@H]2CO[C@@H]12
F -1.767 -1.677 0.584
C -1.113 -0.423 0.109
C -0.470 -0.834 -1.208
N 0.571 0.047 -1.630
C 1.195 0.254 -0.272
C 1.368 1.542 0.339
O 0.339 1.330 1.445
C 0.109 -0.038 0.778
H -1.766 0.361 -0.119
H -1.267 -1.030 -2.071
H 0.096 -1.836 -1.218
H 0.102 0.906 -2.158
H 1.974 -0.452 -0.225
H 0.986 2.302 -0.419
H 2.275 1.791 0.814
H 0.259 -0.926 1.507

=====

17
Properties=species:S:1:pos:R:3 method="wB97M-V/def2-TZVPD" orbital_gap_ha=0.410 de_lowest_ev=4.007
C 0.053 0.270 -0.202
C -1.162 -0.603 -0.312
C -0.264 -1.747 -0.037
C 0.837 -0.887 0.458
C -0.082 1.613 0.631
H 0.285 1.188 -2.053
H 0.719 -0.069 -1.899
H -2.044 -0.487 0.430
H -1.585 -0.457 -1.071
H 0.101 -2.323 -0.992
H -0.720 -2.638 0.669
H 1.799 -0.886 0.437
H 0.825 2.736 1.630
N 0.773 0.660 -1.397
O 1.036 2.046 1.209
O -1.145 2.317 0.626
F 0.575 -0.734 1.875

=====

18
Properties=species:S:1:pos:R:3 method="wB97M-V/def2-TZVPD" total_charge=-1 orbital_gap_ha=0.248 de_lowest_ev=2.251
C 1.718 0.404 0.323
C -0.038 1.648 -1.167
C -1.437 -0.219 1.346
C 0.632 0.425 -0.624
C -0.690 -1.167 0.481
O 2.456 -0.843 0.384
O 1.991 1.377 1.053
O 0.134 -2.001 0.892
O -1.459 -1.476 -0.630
F 0.887 -0.485 -1.721
H 0.284 2.597 -0.796
H -1.165 1.674 -1.176
H 0.327 1.768 -2.199
H -1.630 0.677 0.734
H -2.174 -0.799 1.916
H -0.764 0.265 2.233
H 1.927 -1.642 0.116
H -0.999 -2.202 -1.165

=====

18
Properties=species:S:1:pos:R:3 method="wB97M-V/def2-TZVPD" total_charge=+3 orbital_gap_ha="0.192 / 0.232" spin_multiplicity=9
C -2.570 1.397 0.323
C -3.480 0.367 0.656
H -2.234 1.962 1.207
H -2.778 1.954 -0.605
H -4.381 0.199 0.055
Gd -2.540 -1.650 1.529
O 1.314 0.239 0.142
Li 1.884 0.451 2.643
O 0.213 0.891 1.893
C 0.170 0.619 0.692
O -0.917 0.422 0.044
C 1.401 -0.877 -0.771
C 2.769 -0.834 -1.404
H 1.250 -1.818 -0.227
H 0.579 -0.826 -1.496
H 3.534 -0.642 -0.640
H 2.966 -1.807 -1.874
H 2.820 -0.048 -2.167

=====

17
Properties=species:S:1:pos:R:3 method="wB97M-V/def2-TZVPD" total_charge=+1 orbital_gap_ha="0.245 / 0.200" spin_multiplicity=3 de_lowest_ev=4.741
C -2.750 0.435 -0.168
C -1.547 0.952 -0.679
C 1.163 -1.623 0.225
C 0.776 1.076 0.363
C 1.617 -0.357 -0.485
N -2.446 -0.229 0.919
N -0.626 0.753 0.265
O -1.218 -0.058 1.211
I 3.654 0.060 -0.353
H -3.784 0.638 -0.529
H -1.377 1.384 -1.572
H 0.689 -1.250 1.116
H 1.970 -2.306 0.412
H 0.441 -2.053 -0.381
H 1.028 1.951 -0.200
H 1.326 0.939 1.377
H 1.085 -0.313 -1.523

=====

18
Properties=species:S:1:pos:R:3 method="wB97M-V/def2-TZVPD" total_charge=+3 orbital_gap_ha="0.261 / 0.268" spin_multiplicity=6 de_lowest_ev=0.000
C 1.960 -2.552 -2.963
C 1.265 -3.506 -2.655
H 2.327 -1.669 -3.463
H 0.819 -4.339 -3.225
H 0.083 -1.773 -1.154
Li 2.871 -0.362 1.439
O -0.690 0.671 0.513
Pm -2.860 -0.222 -1.174
O -0.481 -1.028 -0.725
C 0.178 -0.209 0.071
O 1.339 -0.322 0.396
C -0.339 1.577 1.601
C -1.514 2.486 1.840
H -0.108 0.960 2.477
H 0.557 2.126 1.288
H -2.399 1.914 2.146
H -1.254 3.181 2.648
H -1.754 3.067 0.940

=====

19
Properties=species:S:1:pos:R:3 method="wB97M-V/def2-TZVPD" total_charge=+1 orbital_gap_ha=0.286 de_lowest_ev=0.413
C -2.995 1.438 0.180
C -3.175 -0.014 -0.214
O -2.507 -0.933 0.583
Li -2.138 -2.694 0.093
H -3.831 2.046 -0.193
H -2.965 1.557 1.275
H -2.078 1.842 -0.277
H -2.722 -0.168 -1.319
O -0.223 -2.100 0.419
C 0.988 -0.112 2.350
C 0.862 -1.940 -0.168
O 1.292 0.649 3.248
O 2.039 -0.335 1.457
C 2.059 -1.293 0.442
Zn -1.022 -0.730 1.758
H 1.139 -2.702 -0.919
H 2.603 -0.842 -0.405
H 2.687 -2.158 0.744
H -4.258 -0.233 -0.173

=====

14
Properties=species:S:1:pos:R:3 method="wB97M-V/def2-TZVPD" total_charge=+1 orbital_gap_ha=0.394 de_lowest_ev=4.727
C 1.369 0.032 -0.483
C 1.192 -0.063 0.981
C -1.094 1.113 -0.160
C -1.124 -1.089 -0.245
C -0.051 -0.019 0.113
N -1.483 -0.009 0.563
H 1.642 0.975 -0.934
H 1.674 -0.841 -1.045
H 1.395 -1.004 1.472
H 1.380 0.807 1.594
H -1.043 2.035 0.408
H -1.356 1.222 -1.212
H -1.391 -1.106 -1.301
H -1.110 -2.053 0.249

=====

14
Properties=species:S:1:pos:R:3 method="wB97M-V/def2-TZVPD" total_charge=+1 orbital_gap_ha=0.341 de_lowest_ev=4.056 smiles="[NH3+]C1=C[C@@H]2C[C@H]12"
N 0.669 0.001 -1.902
C 0.003 0.059 -0.628
C -0.965 0.847 -0.170
C -1.232 0.017 1.121
C 0.115 -0.058 1.899
C -0.069 -0.854 0.604
H 0.755 -1.017 -2.304
H 1.630 0.216 -1.901
H 0.413 0.586 -2.659
H -1.549 1.759 -0.315
H -2.121 -0.268 1.593
H 0.719 0.729 1.990
H -0.007 -0.684 2.792
H -0.031 -1.958 0.713

=====

14
Properties=species:S:1:pos:R:3 method="wB97M-V/def2-TZVPD" total_charge=+1 orbital_gap_ha=0.372 de_lowest_ev=6.164
C -1.865 -0.799 0.660
C -1.257 -0.888 -0.585
C -0.636 -0.052 1.276
C -0.105 -0.115 -0.109
C 0.989 1.493 -1.028
N 0.499 -0.923 1.031
H -2.893 -0.989 0.973
H -1.542 -1.305 -1.555
H -0.657 0.775 1.876
H 2.021 1.332 -0.720
H 0.298 2.199 -0.503
H 0.549 1.344 -1.953
H 1.445 -0.578 1.545
H 0.460 -1.949 0.960

=====

14
Properties=species:S:1:pos:R:3 method="wB97M-V/def2-TZVPD" total_charge=+1 orbital_gap_ha="0.304 / 0.304" de_lowest_ev=6.868
C -1.358 0.211 -0.042
C -0.565 -1.065 0.021
C 0.862 0.394 -0.968
C 0.858 0.474 0.998
C -0.176 1.110 -0.037
N 0.915 -0.749 0.002
H -1.974 0.431 -0.817
H -1.987 0.217 0.918
H -0.967 -1.646 0.900
H -0.644 -1.693 -0.941
H 0.582 0.242 -2.070
H 1.868 0.719 -0.902
H 1.902 0.969 0.902
H 0.684 0.387 2.035

=====

14
Properties=species:S:1:pos:R:3 method="wB97M-V/def2-TZVPD" total_charge=+1 orbital_gap_ha=0.354 de_lowest_ev=2.525 smiles="CC1=[N+]=CCC1"
C -1.993 -0.381 0.102
C -0.627 -0.205 -0.147
N 0.105 -1.373 -0.114
C 1.343 -1.059 0.135
C 1.590 0.461 0.084
C 0.204 0.987 -0.208
H -2.674 -0.496 -0.715
H -2.391 0.361 0.865
H -1.998 -1.408 0.634
H 2.045 -1.821 0.068
H 2.073 0.910 1.056
H 2.283 0.894 -0.743
H 0.173 1.199 -1.369
H -0.133 1.929 0.352

=====

14
Properties=species:S:1:pos:R:3 method="wB97M-V/def2-TZVPD" total_charge=+1 orbital_gap_ha=0.324 de_lowest_ev=3.249
C -1.769 0.627 -0.013
C -0.509 -1.254 -0.066
C -0.382 1.029 0.308
C 0.377 -0.114 0.046
C 1.780 -0.150 -0.102
N -2.007 -0.611 -0.201
H -2.657 1.328 0.054
H -0.568 -1.857 0.775
H -0.065 1.838 -0.426
H -0.066 1.419 1.210
H -0.271 -1.866 -0.956
H 2.179 0.764 0.361
H 1.793 -0.066 -1.162
H 2.167 -1.086 0.173

=====

14
Properties=species:S:1:pos:R:3 method="wB97M-V/def2-TZVPD" total_charge=+1 orbital_gap_ha=0.312 de_lowest_ev=5.835
C 2.957 0.255 -0.302
C 1.826 0.106 0.159
C -1.081 1.129 0.387
C -0.435 -1.117 -0.213
C 0.535 -0.239 0.710
N -1.517 0.009 -0.480
H 3.847 0.151 -0.898
H -1.384 1.391 1.333
H -0.855 1.872 -0.280
H 0.094 -1.449 -1.139
H -0.759 -1.851 0.571
H 0.473 -0.242 1.783
H -2.360 -0.429 -0.193
H -1.342 0.414 -1.439

=====

14
Properties=species:S:1:pos:R:3 method="wB97M-V/def2-TZVPD" total_charge=+1 orbital_gap_ha=0.330 de_lowest_ev=4.870 smiles="C=C1C=[N+]1CC"
C 2.384 -0.749 0.888
C 1.234 -0.096 1.018
C -0.014 -0.124 1.565
N 0.010 0.607 0.495
C -0.903 1.031 -0.501
C -1.258 -0.107 -1.520
H 2.649 -1.452 1.631
H 3.278 -0.471 0.244
H -0.817 -0.434 2.301
H -1.833 1.125 0.181
H -0.607 1.856 -1.106
H -1.311 -1.090 -0.917
H -2.220 0.139 -1.991
H -0.593 -0.237 -2.286

=====

14
Properties=species:S:1:pos:R:3 method="wB97M-V/def2-TZVPD" total_charge=+1 orbital_gap_ha="0.303 / 0.227" de_lowest_ev=6.259
C -1.639 -0.870 -0.339
C -1.848 0.437 1.681
C -0.226 -0.659 -0.675
C 0.538 0.339 -0.049
C 1.885 0.758 -0.417
N -2.061 -0.189 0.683
H -2.273 -1.437 -1.054
H -1.672 0.893 2.705
H 0.084 -1.664 -0.025
H 0.064 -0.977 -1.611
H 0.180 0.924 0.673
H 1.922 1.814 -0.794
H 2.405 0.174 -1.262
H 2.642 0.455 0.484

=====

14
Properties=species:S:1:pos:R:3 method="wB97M-V/def2-TZVPD" total_charge=+1 orbital_gap_ha=0.322 de_lowest_ev=3.818 smiles="CC=C=C=[NH+]C"
C 2.523 -0.523 -0.077
C 2.061 0.814 0.170
C 0.645 1.080 -0.003
C -0.593 0.943 -0.031
N -1.851 0.644 -0.034
C -2.538 -0.680 -0.039
H 1.648 -1.230 -0.292
H 3.315 -0.852 0.639
H 3.066 -0.427 -0.977
H 2.665 1.658 0.307
H -2.349 1.495 0.281
H -3.017 -0.940 -1.082
H -2.070 -1.432 0.532
H -3.504 -0.552 0.608

=====

14
Properties=species:S:1:pos:R:3 method="wB97M-V/def2-TZVPD" total_charge=+1 orbital_gap_ha=0.300 de_lowest_ev=5.191
C -0.128 0.292 -1.410
C -1.167 0.150 -0.732
C 1.299 -0.173 0.978
C 1.033 0.679 -0.215
C -2.192 -0.224 0.210
N 2.300 0.139 -0.038
H 0.050 0.218 -2.518
H 1.374 0.304 1.947
H 0.942 -1.190 0.861
H 0.988 1.709 -0.084
H -2.475 -1.187 -0.075
H -3.030 0.454 0.385
H -1.723 -0.490 1.245
H 2.728 -0.682 -0.556

=====

14
Properties=species:S:1:pos:R:3 method="wB97M-V/def2-TZVPD" total_charge=+1 orbital_gap_ha="0.317 / 0.299" de_lowest_ev=6.394
C 0.146 -1.435 1.039
C 1.649 -0.205 -0.516
C -1.729 -0.036 0.183
C 0.722 0.793 0.012
C -0.746 0.941 -0.493
N 0.865 -0.578 0.582
H 0.380 -2.459 1.421
H 1.432 -0.711 -1.386
H 2.659 -0.211 -0.333
H -2.176 -0.842 -0.418
H 1.000 1.562 0.689
H -2.445 0.293 0.972
H -0.792 0.838 -1.526
H -0.964 2.051 -0.227

=====

14
Properties=species:S:1:pos:R:3 method="wB97M-V/def2-TZVPD" total_charge=+1 orbital_gap_ha="0.319 / 0.319" de_lowest_ev=7.733
C 0.029 -1.800 0.763
C 0.060 -2.875 -0.242
C 0.730 -2.081 -1.242
C 0.922 -0.852 -0.340
C -0.903 2.115 1.503
N 0.637 -0.596 0.845
H 0.500 -3.735 0.334
H -0.969 -3.225 -0.384
H 1.612 -2.362 -1.692
H 0.092 -1.843 -2.168
H -1.598 1.353 1.564
H -0.071 1.772 2.045
H -1.347 2.950 1.976
H -0.604 2.431 0.511

=====

14
Properties=species:S:1:pos:R:3 method="wB97M-V/def2-TZVPD" total_charge=+1 orbital_gap_ha="0.327 / 0.383" spin_multiplicity=3 de_lowest_ev=0.881
C 1.059 -0.116 -0.028
C -0.022 -1.028 -0.207
C 0.597 1.248 0.305
C 0.496 -2.230 -0.575
C -1.221 -0.303 -0.067
N -0.912 1.124 0.279
H 2.125 -0.171 -0.219
H 0.786 1.734 1.319
H 1.004 2.011 -0.385
H -0.029 -3.165 -0.374
H 1.421 -2.370 -1.045
H -2.039 -0.626 -0.619
H -1.480 1.319 1.149
H -1.180 1.835 -0.364

=====

14
Properties=species:S:1:pos:R:3 method="wB97M-V/def2-TZVPD" total_charge=+1 orbital_gap_ha="0.315 / 0.380" spin_multiplicity=3 de_lowest_ev=4.305
C -0.643 1.156 -0.511
C -1.674 -0.916 0.123
C 0.499 -0.158 0.678
C -0.204 1.141 0.872
C 1.737 -0.156 -0.059
N -0.679 -0.240 -0.170
H -1.554 1.838 -0.831
H 0.249 1.301 -1.181
H -1.655 -1.819 0.693
H -2.540 -0.802 -0.428
H 0.277 -0.718 1.599
H 2.212 0.837 -0.258
H 1.515 -0.619 -0.941
H 2.461 -0.845 0.416

=====

15
Properties=species:S:1:pos:R:3 method="wB97M-V/def2-TZVPD" orbital_gap_ha=0.248 de_lowest_ev=5.533
C -2.303 -1.328 0.329
N -0.986 -0.690 0.186
C 0.241 -1.319 -0.155
C 1.264 -0.411 -0.243
C 0.506 0.812 0.095
C 0.963 2.077 0.197
N -0.888 0.572 0.332
H -2.316 -2.242 -0.267
H -3.024 -0.615 -0.054
H -2.494 -1.559 1.375
H 0.212 -2.392 -0.305
H 3.039 0.641 -0.905
H 3.451 1.251 -1.048
H 2.031 2.269 0.147
H 0.304 2.935 0.315

=====

15
Properties=species:S:1:pos:R:3 method="wB97M-V/def2-TZVPD" orbital_gap_ha=0.304 de_lowest_ev=5.656
C -1.979 -0.442 0.306
N -0.713 -0.089 -0.300
C -0.105 -0.617 -1.431
C 1.090 -0.004 -1.755
C 1.472 0.224 1.051
C 1.101 0.956 -0.706
N 0.001 0.910 0.189
H -2.674 0.397 0.226
H -1.852 -0.708 1.360
H -2.386 -1.301 -0.233
H -0.641 -1.425 -1.927
H 2.518 0.509 0.920
H 1.345 -0.847 0.907
H 1.120 0.582 2.016
H 1.704 1.857 -0.625

=====

15
Properties=species:S:1:pos:R:3 method="wB97M-V/def2-TZVPD" orbital_gap_ha=0.305 de_lowest_ev=2.995
C -0.200 -1.651 1.072
C 0.355 -0.527 0.255
C 1.247 0.463 0.698
C 0.889 1.557 -0.049
N 0.701 2.747 -0.321
C -0.131 -0.092 -1.000
N -1.426 -0.359 -1.436
H 0.527 -1.973 1.822
H -0.464 -2.502 0.441
H -1.102 -1.350 1.616
H 2.037 0.382 1.437
H 0.759 3.376 0.485
H 0.579 0.053 -1.803
H -2.155 -0.017 -0.824
H -1.616 -0.107 -2.394

=====

15
Properties=species:S:1:pos:R:3 method="wB97M-V/def2-TZVPD" orbital_gap_ha=0.343 de_lowest_ev=3.346 smiles="C=C(C#N)CNC"
C 1.440 1.934 0.169
C 1.072 0.639 -0.027
C 1.730 -0.556 0.211
N 2.152 -1.614 0.343
C -0.571 0.376 -0.930
N -1.584 -0.155 -0.130
C -1.346 -1.557 0.413
H 1.017 2.775 -0.194
H 2.316 2.109 0.832
H -0.847 1.412 -1.083
H -0.219 -0.131 -1.881
H -1.414 0.464 0.711
H -0.206 -1.710 0.511
H -1.914 -1.570 1.316
H -1.626 -2.416 -0.261

=====

15
Properties=species:S:1:pos:R:3 method="wB97M-V/def2-TZVPD" orbital_gap_ha=0.295 de_lowest_ev=4.094
C -2.421 -0.189 -0.676
N -1.200 0.442 0.351
C -0.667 -0.485 1.298
N 0.579 -0.730 1.136
C 0.998 0.106 0.071
C 2.404 0.025 -0.425
C -0.033 0.840 -0.382
H -1.795 -0.865 -1.283
H -2.909 -0.888 0.038
H -1.789 1.181 0.714
H -1.329 -0.943 2.021
H 3.114 0.133 0.401
H 2.583 -0.953 -0.885
H 2.603 0.800 -1.170
H -0.137 1.527 -1.208

=====

15
Properties=species:S:1:pos:R:3 method="wB97M-V/def2-TZVPD" orbital_gap_ha=0.308 de_lowest_ev=3.093 smiles="CN1CC=CC=N1"
C -2.048 0.479 0.024
N -0.662 0.315 0.163
C -0.229 -1.045 0.055
C 1.231 -1.155 0.126
C 2.027 -0.027 0.025
C 1.387 1.297 -0.091
N 0.091 1.447 0.014
H -2.340 1.415 -0.288
H -2.381 -0.250 -0.779
H -2.575 0.261 0.892
H -0.519 -1.299 -1.016
H -0.697 -1.514 0.819
H 1.761 -2.000 -0.032
H 3.137 -0.200 -0.020
H 1.818 2.279 0.106